Record 1
The following is a quantum chemistry calculation of 6 unconnected molecules or ions with the total composition C15H42O12S3 at a distorted geometry, from OMol25.

Element x y z (Å)
C -7.31102 -17.21180 12.89109
C -7.86283 -16.28280 13.92996
O -8.56086 -15.26812 13.26411
S -9.12943 -14.01439 14.16434
C -7.67386 -12.84271 13.95373
O -10.08432 -13.22705 13.33233
O -9.35516 -14.41041 15.52327
H -7.09374 -16.83077 11.89324
H -8.01215 -17.99534 12.60372
H -6.41258 -17.66536 13.30964
H -8.60793 -16.88812 14.44622
H -7.20945 -15.82997 14.67571
H -7.87950 -11.81038 14.23677
H -7.47794 -12.76462 12.88433
H -6.82883 -13.24788 14.51038
C -12.33203 -2.29108 21.36588
C -11.49559 -1.18895 20.69310
O -11.99581 -0.99273 19.37994
S -11.12593 0.05718 18.35061
C -11.17920 1.60631 19.36691
O -9.72515 -0.42913 18.36242
O -11.90238 0.12896 17.09038
H -12.03268 -3.31265 21.13160
H -13.41001 -2.24621 21.21083
H -12.14466 -2.32166 22.43921
H -11.59127 -0.25762 21.25128
H -10.46055 -1.53032 20.67738
H -10.50237 2.35171 18.94933
H -10.88845 1.43046 20.40259
H -12.19605 1.99691 19.32738
C -12.67502 -11.80478 29.23155
C -11.20561 -11.88365 28.72067
O -10.78855 -10.76131 27.93538
S -9.88050 -11.04511 26.48123
C -11.19159 -11.70316 25.48357
O -9.45119 -9.77519 25.86770
O -8.92674 -12.16332 26.78132
H -12.88125 -12.65904 29.87638
H -13.51688 -11.84212 28.54019
H -12.85925 -10.90769 29.82264
H -10.61535 -11.87340 29.63697
H -11.23832 -12.83230 28.18485
H -12.12854 -11.60013 26.03095
H -11.00392 -12.74336 25.21735
H -11.27971 -11.13862 24.55533
C -9.20460 -7.95630 20.22991
C -8.87145 -7.16230 18.92573
O -8.57808 -8.18283 18.00747
H -9.99928 -7.45859 20.78568
H -8.32841 -8.05560 20.87063
H -9.50296 -8.97526 19.98329
H -8.02897 -6.47072 18.93305
H -9.76065 -6.66010 18.54462
H -8.36540 -7.72384 17.19158
C -5.67151 -11.12370 21.43459
C -6.56623 -12.28705 21.63974
O -5.97928 -13.21898 22.51359
H -5.71803 -10.42996 22.27403
H -5.88163 -10.53372 20.54248
H -4.63164 -11.43871 21.34786
H -6.78856 -12.83019 20.72122
H -7.55296 -12.02585 22.02216
H -6.48353 -13.26703 23.32907
C -8.35033 -3.05044 13.54373
C -7.48253 -4.17640 14.03647
O -8.08630 -5.43686 14.01782
H -8.82438 -3.14554 12.56683
H -7.77980 -2.12315 13.59579
H -9.15503 -2.83678 14.24724
H -7.06200 -4.02315 15.03034
H -6.56200 -4.42988 13.51066
H -8.56372 -5.46337 13.18538

Properties
- frontier orbital gap (eV) = 10.387
- net charge = 0
- E_HOMO (eV) = -9.94



Record 2
The following is a quantum chemistry calculation of a molecular structure, C3H3BaFO2 at a distorted geometry, from OMol25.

Element x y z (Å)
F -5.39732 0.21341 1.02164
H -5.13825 2.19821 -2.49237
H -4.80014 0.21218 0.09720
O -2.38326 0.73932 -1.43277
O -3.06876 2.61264 -2.37594
C -3.75776 0.64500 -1.60801
C -4.15145 1.78184 -2.27106
C -1.95708 1.93092 -1.95300
H -4.11617 -0.36284 -1.81583
Ba 0.73348 2.79641 -2.28758

Properties
- frontier orbital gap (alpha / beta) (eV) = 4.366 / 10.461
- ΔE to the lowest compared entry with this formula, charge and spin (eV) = 0.698
- net charge = +1
- E_HOMO (alpha / beta) (eV) = -8.72 / -14.41
- spin multiplicity = 2



Record 3
The following is a quantum chemistry calculation of C15H21N7O3 in the gas phase at a distorted geometry, from OMol25.

Element x y z (Å)
C 3.63608 1.62376 -0.44527
N 2.20368 1.36511 -0.50393
C 1.26618 2.31324 -0.80965
O 1.65885 3.45589 -1.12867
C -0.26278 1.91939 -0.77888
C -0.92448 2.27928 -2.11901
C -0.28429 1.51165 -3.25110
C 0.72658 2.03742 -4.03245
N 1.12008 1.05211 -4.88929
C 0.43019 -0.04694 -4.56081
N -0.40136 0.16897 -3.57086
N -0.59928 0.52527 -0.46882
C -0.45479 -0.13596 0.66678
O 0.17576 0.36404 1.59751
C -1.11176 -1.54388 0.79935
C -1.08719 -2.13399 2.24980
C -2.01240 -1.41356 3.20922
C -1.61155 -0.55744 4.20477
N -2.74285 -0.08176 4.81743
C -3.80992 -0.64571 4.24537
N -3.40230 -1.44512 3.23532
N -2.51104 -1.61530 0.32584
C -2.95710 -1.43583 -0.92192
C -4.43464 -1.21702 -1.11174
O -2.22314 -1.32819 -1.89274
H 4.13197 0.70425 -0.16110
H 4.02519 1.89922 -1.43388
H 3.74748 2.41095 0.31083
H 1.88655 0.42504 -0.26067
H -0.69302 2.49041 0.05102
H -0.78414 3.32419 -2.29594
H -1.97435 2.03227 -2.12913
H 1.08229 3.05111 -3.95500
H 0.61250 -1.02031 -5.05939
H -1.12821 -0.47342 -3.27539
H -1.01729 0.03963 -1.23134
H -0.50506 -2.28790 0.24093
H -0.06545 -2.15001 2.62031
H -1.42787 -3.17803 2.23680
H -0.58151 -0.29689 4.48576
H -2.76805 0.60221 5.53846
H -4.81225 -0.41404 4.52245
H -3.20572 -1.73807 1.08252
H -4.71886 -1.57635 -2.10121
H -4.66291 -0.13528 -1.14114
H -4.98029 -1.71082 -0.32198

Properties
- frontier orbital gap (eV) = 8.672
- ΔE to the lowest compared entry with this formula, charge and spin (eV) = 0.000
- net charge = 0
- E_HOMO (eV) = -8.19



| no. | molar mass (g mol⁻¹) |
| --- | --- |
| 1 | 510.69 |
| 2 | 227.38 |
| 3 | 347.38 |